The following is a DFT calculation (ωB97M-V/def2-TZVPD) of C17H35MgO16 as an isolated structure in a non-equilibrium geometry.

Each line ends with the Löwdin charge.
Positions of all 69 atoms, in Å:
Mg  -0.32  0.08  0.07  0.584
C  -3.36  2.17  2.03  -0.083
C  -2.97  2.03  0.56  -0.455
O  -1.90  1.19  0.36  -0.345
H  -2.48  2.40  2.64  0.058
H  -3.80  1.25  2.43  0.059
H  -4.05  3.00  2.15  0.077
H  -2.78  3.04  0.14  0.093
H  -3.86  1.66  0.02  0.100
C  -1.79  2.31  -2.99  0.013
O  -0.97  1.42  -3.75  0.025
C  -0.32  0.49  -3.07  -0.578
O  -0.38  0.36  -1.88  0.083
O  0.42  -0.29  -3.83  0.016
C  0.58  0.03  -5.22  -0.002
H  -1.50  2.33  -1.94  0.083
H  -2.83  1.97  -3.04  0.112
H  -1.73  3.30  -3.43  0.104
H  1.25  -0.73  -5.62  0.100
H  1.04  1.01  -5.34  0.103
H  -0.37  -0.03  -5.75  0.105
C  -1.26  -3.20  -2.46  0.005
O  -2.46  -2.95  -1.72  0.051
C  -2.35  -2.21  -0.64  -0.562
O  -1.31  -1.71  -0.25  0.068
O  -3.53  -2.14  -0.08  0.066
C  -3.70  -1.25  1.05  -0.002
H  -1.35  -4.20  -2.88  0.104
H  -0.39  -3.15  -1.80  0.077
H  -1.18  -2.48  -3.27  0.094
H  -4.52  -0.57  0.80  0.101
H  -2.82  -0.68  1.28  0.059
H  -4.04  -1.83  1.91  0.104
C  -0.79  -2.90  4.43  -0.008
O  -0.93  -2.11  3.25  0.046
C  -0.11  -1.10  3.04  -0.561
O  -0.09  -0.52  1.98  0.100
O  0.63  -0.78  4.08  0.026
C  1.69  0.16  3.88  0.020
H  0.16  -3.43  4.44  0.104
H  -1.59  -3.63  4.42  0.101
H  -0.88  -2.30  5.33  0.102
H  1.30  1.09  3.48  0.092
H  2.42  -0.24  3.18  0.088
H  2.14  0.31  4.85  0.107
C  2.95  2.27  -1.57  -0.005
O  2.48  3.20  -0.62  0.056
C  1.49  2.81  0.15  -0.570
O  0.96  1.73  0.12  0.088
O  1.14  3.81  0.93  0.059
C  -0.02  3.57  1.75  0.006
H  3.87  2.68  -1.99  0.106
H  2.23  2.15  -2.39  0.103
H  3.14  1.29  -1.15  0.086
H  -0.90  3.52  1.12  0.083
H  -0.07  4.41  2.43  0.108
H  0.05  2.62  2.28  0.082
C  2.60  -2.88  -1.79  -0.005
O  3.26  -2.16  -0.76  0.021
C  2.56  -1.23  -0.13  -0.569
O  1.39  -0.99  -0.33  0.092
O  3.26  -0.55  0.76  0.008
C  4.61  -0.97  1.06  0.008
H  2.07  -2.22  -2.48  0.095
H  1.86  -3.58  -1.39  0.100
H  3.36  -3.45  -2.31  0.106
H  4.87  -0.47  1.99  0.099
H  5.27  -0.70  0.24  0.104
H  4.63  -2.04  1.28  0.106

## Properties
Energy in eV: -56400.1817
ΔE to the lowest compared entry with this formula, charge and spin in eV: 0.124
Frontier orbital gap in eV: 8.13
E_HOMO in Eh: -0.37168
Max |F| in eV/A: 1.39
Total charge: +1


The following is a DFT calculation (ωB97M-V/def2-TZVPD) of a 4-piece molecular cluster, C17H37FINO10PS4 overall.

Each line ends with the Löwdin charge.
Positions of all 72 atoms, in Å:
C  1.47  -6.26  -0.35  0.019
C  2.12  -5.13  -0.64  -0.193
C  1.84  -3.83  0.08  -0.513
S  0.01  -3.55  0.10  1.137
C  0.19  -1.88  -0.19  -0.491
C  -0.92  -0.90  -0.09  -0.134
C  -2.25  -1.42  -0.68  -0.153
C  -3.18  -2.07  0.33  -0.209
F  -4.02  -1.11  0.87  -0.043
N  1.39  -1.54  -0.54  0.052
C  2.39  -2.59  -0.64  -0.525
P  4.05  -2.13  0.15  0.563
O  3.52  -0.93  1.12  -0.396
I  4.94  -0.97  -1.79  0.499
H  1.03  -6.39  0.64  0.075
H  1.33  -7.04  -1.07  0.075
H  2.93  -5.12  -1.36  0.113
H  2.17  -3.82  1.13  0.110
H  -1.08  -0.67  0.97  0.149
H  -0.63  0.01  -0.62  0.076
H  -2.78  -0.58  -1.13  0.124
H  -2.06  -2.13  -1.49  0.118
H  -3.79  -2.84  -0.14  0.125
H  -2.64  -2.56  1.15  0.108
H  1.63  -0.57  -0.76  0.112
H  2.64  -2.74  -1.69  0.077
H  4.20  -0.70  1.79  -0.003
O  0.93  0.68  -1.88  -0.325
S  0.29  1.95  -2.11  0.581
O  -1.12  1.95  -2.34  -0.245
O  1.05  2.70  -3.26  -0.246
C  1.24  2.01  -4.53  -0.222
C  -0.01  1.93  -5.36  -0.063
C  0.67  3.07  -0.81  -0.095
H  1.66  1.02  -4.33  0.113
H  2.01  2.60  -5.03  0.127
H  -0.77  1.30  -4.90  0.073
H  0.23  1.52  -6.34  0.089
H  -0.44  2.92  -5.50  0.092
H  1.74  3.07  -0.64  0.079
H  0.14  2.72  0.08  0.082
H  0.32  4.06  -1.09  0.087
O  -9.91  0.06  0.54  -0.273
S  -9.19  1.27  0.31  0.565
O  -9.15  1.84  -1.00  -0.275
O  -7.71  1.08  0.85  -0.264
C  -6.98  -0.07  0.35  -0.250
C  -6.50  0.10  -1.07  -0.072
C  -9.69  2.51  1.46  -0.121
H  -7.60  -0.96  0.47  0.117
H  -6.13  -0.17  1.03  0.099
H  -7.34  0.15  -1.77  0.072
H  -5.87  -0.74  -1.35  0.069
H  -5.93  1.03  -1.18  0.086
H  -9.69  2.08  2.46  0.076
H  -10.69  2.81  1.17  0.079
H  -9.00  3.34  1.39  0.076
O  4.64  2.09  3.34  -0.254
S  5.65  1.35  2.66  0.566
O  5.65  -0.09  2.77  -0.299
O  7.06  1.93  3.02  -0.247
C  7.41  2.07  4.43  -0.222
C  7.74  0.75  5.09  -0.066
C  5.64  1.71  0.95  -0.136
H  6.60  2.59  4.94  0.118
H  8.27  2.73  4.42  0.126
H  6.87  0.10  5.15  0.073
H  8.10  0.94  6.10  0.089
H  8.51  0.22  4.53  0.089
H  5.61  2.78  0.76  0.086
H  4.73  1.22  0.60  0.023
H  6.51  1.25  0.49  0.072

## Properties
Energy in eV: -103635.4405
ΔE to the lowest compared entry with this formula, charge and spin in eV: 0.000
Frontier orbital gap in eV: 8.93
E_HOMO in Eh: -0.44174
Max |F| in eV/A: 0.94
Total charge: +1


The following is a DFT calculation (ωB97M-V/def2-TZVPD) of a 3-piece molecular cluster, C17H37N3O9 overall in a non-equilibrium geometry.

Each line ends with the Löwdin charge.
Positions of all 66 atoms, in Å:
C  -4.36  -4.61  -7.11  0.031
C  -3.35  -4.50  -8.22  -0.522
O  -3.50  -5.12  -9.18  0.200
O  -2.27  -3.63  -8.15  0.098
C  -1.40  -3.92  -7.13  -0.477
O  -1.16  -4.99  -6.79  0.211
C  -0.73  -2.67  -6.52  -0.055
N  -0.41  -2.96  -5.12  0.072
C  0.94  -2.76  -4.81  -0.609
O  1.76  -3.53  -5.08  0.190
O  1.31  -1.60  -4.14  0.076
H  -5.18  -3.93  -7.37  0.097
H  -3.99  -4.32  -6.12  0.084
H  -4.78  -5.60  -7.11  0.094
H  0.16  -2.39  -7.09  0.144
H  -1.48  -1.88  -6.58  0.129
H  -1.01  -2.46  -4.48  0.131
H  1.33  -1.85  -3.21  0.076
C  1.49  -2.45  -0.65  -0.117
O  2.25  -1.27  -0.83  -0.198
C  1.60  -0.09  -0.37  -0.205
C  2.32  0.49  0.83  -0.202
N  2.16  -0.35  2.00  -0.043
C  3.01  0.03  3.13  -0.195
C  4.52  -0.11  2.95  -0.224
O  4.96  -1.46  2.84  -0.177
C  4.94  -1.99  1.52  -0.099
H  2.03  -3.27  -1.13  0.097
H  1.37  -2.70  0.41  0.084
H  0.50  -2.35  -1.12  0.086
H  0.54  -0.28  -0.15  0.113
H  1.64  0.63  -1.19  0.126
H  1.92  1.48  1.04  0.111
H  3.38  0.60  0.55  0.110
H  2.36  -1.31  1.75  0.072
H  2.71  -0.60  3.97  0.120
H  2.78  1.06  3.41  0.119
H  4.99  0.27  3.86  0.122
H  4.91  0.50  2.13  0.111
H  5.12  -1.22  0.76  0.090
H  3.99  -2.49  1.32  0.071
H  5.73  -2.74  1.45  0.089
C  -0.83  0.84  2.87  -0.115
O  -0.22  2.12  2.82  -0.206
C  -0.69  2.93  1.74  -0.223
C  -1.48  4.11  2.26  -0.214
N  -2.76  3.69  2.83  -0.052
C  -3.47  4.74  3.55  -0.200
C  -2.82  5.28  4.83  -0.229
O  -2.75  4.34  5.88  -0.178
C  -1.61  3.50  5.88  -0.099
H  -0.32  0.27  3.64  0.086
H  -1.89  0.91  3.12  0.080
H  -0.70  0.32  1.92  0.070
H  -1.28  2.35  1.02  0.124
H  0.19  3.30  1.21  0.114
H  -1.67  4.81  1.44  0.123
H  -0.86  4.62  3.01  0.107
H  -2.59  2.92  3.46  0.068
H  -4.44  4.33  3.82  0.118
H  -3.66  5.57  2.87  0.117
H  -3.46  6.09  5.19  0.120
H  -1.84  5.73  4.64  0.110
H  -0.74  4.00  5.45  0.089
H  -1.81  2.57  5.33  0.071
H  -1.39  3.23  6.91  0.088

## Properties
Energy in eV: -41123.4141
SMILES string: CC(=O)OC(=O)CNC(=O)O.COCCNCCOC.COCCNCCOC
ΔE to the lowest compared entry with this formula, charge and spin in eV: 3.898
Frontier orbital gap in eV: 9.08
E_HOMO in Eh: -0.32391
Max |F| in eV/A: 4.65


The following is a DFT calculation (ωB97M-V/def2-TZVPD) of C17H37NOsSi4 as an isolated structure in a non-equilibrium geometry.

Each line ends with the Löwdin spin population.
Positions of all 60 atoms, in Å:
C  -1.61  0.38  -3.89  0.124
C  -0.31  -0.19  -3.99  0.080
C  0.59  0.64  -3.27  0.058
C  -0.15  1.72  -2.71  0.127
C  -1.52  1.56  -3.10  0.035
Os  -0.98  -0.26  -1.72  2.349
C  -1.39  -2.31  -2.05  0.186
C  -2.79  -1.82  -1.81  0.055
C  -3.93  -2.32  -2.37  0.217
N  -2.73  -0.64  -1.02  0.276
H  1.66  0.46  -3.14  0.005
H  -0.05  -1.11  -4.53  0.003
H  0.25  2.51  -2.08  0.005
H  -2.34  2.21  -2.81  0.002
H  -2.53  -0.05  -4.29  0.008
H  -1.26  -2.94  -2.94  0.015
H  -3.63  -0.22  -0.80  0.010
H  -0.96  -2.77  -1.14  0.024
H  -3.90  -3.25  -2.95  0.013
H  -4.90  -1.85  -2.19  0.013
C  -2.49  1.45  1.89  0.002
Si  -1.22  0.10  2.16  0.036
C  -0.42  0.39  3.82  0.015
C  -2.14  -1.52  2.25  0.002
Si  0.29  0.13  0.46  0.207
Si  1.48  2.11  0.58  0.034
C  2.43  2.34  2.18  0.011
C  2.82  2.18  -0.73  0.000
C  0.39  3.64  0.52  0.002
Si  1.80  -1.55  0.63  0.044
C  3.20  -1.19  1.81  0.014
C  1.03  -3.13  1.25  0.001
C  2.53  -1.86  -1.06  0.009
H  -3.24  1.41  2.70  0.000
H  -3.00  1.30  0.91  0.001
H  -2.00  2.44  1.89  0.000
H  -1.20  0.32  4.61  0.003
H  0.36  -0.38  4.00  0.000
H  0.02  1.39  3.86  0.000
H  -2.67  -1.73  1.30  0.001
H  -1.45  -2.35  2.48  0.000
H  -2.90  -1.45  3.06  0.000
H  3.15  1.53  2.35  0.000
H  2.99  3.29  2.12  0.002
H  1.74  2.41  3.04  0.000
H  2.41  2.16  -1.75  0.000
H  3.39  3.12  -0.61  0.000
H  3.50  1.32  -0.60  0.000
H  -0.27  3.67  -0.36  0.000
H  -0.23  3.68  1.43  0.000
H  1.05  4.54  0.51  0.000
H  2.79  -0.95  2.81  0.000
H  3.85  -2.08  1.87  0.002
H  3.79  -0.34  1.41  0.000
H  0.18  -3.45  0.62  0.000
H  1.79  -3.94  1.25  0.000
H  0.69  -2.98  2.30  0.000
H  1.72  -2.12  -1.77  0.005
H  3.04  -0.94  -1.42  0.000
H  3.26  -2.69  -1.00  0.000

## Properties
Energy in eV: -53694.5748
ΔE to the lowest compared entry with this formula, charge and spin in eV: 0.000
Frontier orbital gap (alpha / beta) in eV: 5.32 / 6.79
Multiplicity: 5
E_HOMO (alpha / beta) in Eh: -0.18236 / -0.30220
Max |F| in eV/A: 1.54